1.
Molecular formula: C6H7NO
Method: DFT, wB97M-V/def2-TZVPD

Cartesian coordinates (Å):
C1 2.208 -1.015 0.384
C2 1.464 0.205 -0.038
O1 2.006 1.188 -0.465
C3 -0.107 0.111 0.038
C4 -0.951 1.176 0.275
C5 -2.299 0.530 0.091
C6 -2.093 -0.744 -0.166
N1 -0.727 -1.034 -0.202
H1 3.203 -0.591 0.628
H2 1.613 -1.294 1.195
H3 2.023 -1.944 -0.457
H4 -0.695 2.375 0.670
H5 -3.249 1.078 0.376
H6 -2.817 -1.584 -0.340
H7 -0.364 -1.886 -0.446

Forces on atoms 1 to 3 (eV/Å):
-0.243 -0.912 -2.758
-2.337 -0.159 -1.166
0.050 0.423 0.293

As for the spin multiplicity: 1. The value obtained for the energy above the lowest of the compared OMol25 structures with the same formula, charge and spin is 170.8 kJ/mol. The highest occupied orbital energy is -8.72 eV.

These are the Löwdin partial charges, in e, on atoms 1 to 8: number 1, C, carries -0.024; number 2, C, carries -0.418; number 3, O, carries 0.087; number 4, C, carries -0.283; number 5, C, carries -0.016; number 6, C, carries -0.116; number 7, C, carries -0.156; number 8, N, carries 0.074

2.
Molecular formula: CHNO2PS
Method: DFT, wB97M-V/def2-TZVPD

Cartesian coordinates (Å):
C1 -2.165 1.583 -0.238
N1 -1.956 2.396 -1.043
O1 -3.511 0.177 1.707
O2 0.576 -0.285 0.779
P1 -2.641 0.061 0.526
S1 -3.160 -1.110 -0.959
H1 1.017 -0.968 1.423

Forces on atoms 1 to 3 (eV/Å):
0.355 1.270 -1.411
-0.079 -0.590 1.232
0.414 0.552 0.772

Its net charge is -1. As for the spin multiplicity: 1. The value obtained for the energy above the lowest of the compared OMol25 structures with the same formula, charge and spin is 425.5 kJ/mol. The highest occupied orbital energy (alpha / beta) is -3.60 / -5.56 eV.

Which charges does Löwdin predict for the atoms? In e, they are: number 1, C, carries -0.433; number 2, N, carries 0.071; number 3, O, carries -0.467; number 4, O, carries -0.403; number 5, P, carries 0.158; number 6, S, carries 0.124; number 7, H, carries -0.051

3.
Molecular formula: C12H48N24O12
Method: DFT, wB97M-V/def2-TZVPD

Cartesian coordinates (Å):
N1 -19.349 8.690 2.162
C1 -20.431 8.704 1.459
N2 -20.463 9.337 0.367
O1 -21.430 8.152 1.904
H1 -19.414 8.213 3.050
H2 -18.451 8.935 1.769
H3 -21.208 9.151 -0.288
H4 -19.970 10.201 0.192
N3 -15.797 15.767 1.814
C2 -16.748 15.050 2.348
N4 -17.562 15.761 3.059
O2 -16.878 13.857 2.188
H5 -15.080 15.386 1.213
H6 -15.524 16.641 2.239
H7 -18.198 15.345 3.724
H8 -17.554 16.749 2.852
N5 -15.946 10.208 -0.765
C3 -17.267 10.111 -0.676
N6 -17.706 9.691 -1.773
O3 -17.903 10.384 0.343
H9 -15.566 10.725 0.015
H10 -15.497 10.134 -1.666
H11 -18.512 9.088 -1.692
H12 -17.170 9.507 -2.609
N7 -19.061 7.735 5.233
C4 -19.908 8.565 5.793
N8 -19.382 9.779 5.696
O4 -21.002 8.328 6.345
H13 -19.302 6.754 5.263
H14 -18.327 8.019 4.599
H15 -19.835 10.505 6.232
H16 -18.642 10.012 5.049
N9 -13.484 12.440 -1.523
C5 -13.642 12.983 -0.325
N10 -13.804 12.015 0.543
O5 -13.958 14.162 -0.159
H17 -13.310 13.102 -2.266
H18 -13.321 11.457 -1.690
H19 -14.286 12.323 1.376
H20 -13.478 11.069 0.411
N11 -16.226 11.086 4.725
C6 -16.497 10.333 3.683
N12 -16.569 11.113 2.657
O6 -16.806 9.114 3.709
H21 -15.788 11.992 4.627
H22 -16.236 10.658 5.640
H23 -16.942 10.732 1.799
H24 -16.442 12.097 2.844
N13 -20.093 12.229 1.370
C7 -20.410 12.601 2.585
N14 -19.350 12.844 3.302
O7 -21.547 12.739 2.903
H25 -19.185 11.824 1.191
H26 -20.972 12.031 0.914
H27 -18.463 12.944 2.829
H28 -19.542 12.943 4.289
N15 -16.515 7.481 1.638
C8 -16.456 6.154 1.693
N16 -16.809 5.701 2.876
O8 -16.126 5.487 0.741
H29 -16.046 7.813 0.808
H30 -16.452 7.980 2.514
H31 -16.756 4.693 2.915
H32 -16.831 6.250 3.724
N17 -12.544 14.384 5.023
C9 -13.027 13.905 3.946
N18 -13.042 14.849 3.073
O9 -13.319 12.710 3.819
H33 -12.476 13.688 5.751
H34 -12.408 15.380 5.125
H35 -13.473 14.504 2.228
H36 -13.047 15.830 3.313
N19 -14.591 10.626 8.309
C10 -15.429 9.578 8.264
N20 -15.505 9.109 7.085
O10 -15.966 9.034 9.239
H37 -14.514 11.197 9.139
H38 -13.782 10.671 7.706
H39 -15.992 8.236 6.940
H40 -14.880 9.419 6.355
N21 -17.094 16.392 6.712
C11 -16.712 15.228 6.244
N22 -15.493 15.307 5.875
O11 -17.310 14.202 6.306
H41 -16.413 17.127 6.591
H42 -18.036 16.530 7.049
H43 -15.147 16.224 5.633
H44 -14.933 14.491 5.673
N23 -14.341 7.683 4.572
C12 -14.846 6.651 5.170
N24 -14.035 5.643 5.172
O12 -15.992 6.618 5.612
H45 -13.458 7.450 4.140
H46 -14.987 8.380 4.229
H47 -14.328 4.914 5.807
H48 -13.065 5.645 4.890

Forces on atoms 1 to 3 (eV/Å):
3.693 0.397 1.893
-3.144 -2.679 4.169
-0.075 3.511 -7.256

As for the spin multiplicity: 1. The value obtained for the energy above the lowest of the compared OMol25 structures with the same formula, charge and spin is 754.8 kJ/mol. The highest occupied orbital energy is -8.00 eV.

These are the Löwdin partial charges, in e, on atoms 1 to 8: number 1, N, carries 0.203; number 2, C, carries -0.808; number 3, N, carries 0.165; number 4, O, carries 0.026; number 5, H, carries 0.084; number 6, H, carries 0.053; number 7, H, carries 0.126; number 8, H, carries 0.062

4.
Molecular formula: H24NO14S
Method: DFT, wB97M-V/def2-TZVPD

Cartesian coordinates (Å):
N1 0.058 -0.700 -0.543
H1 0.078 -0.875 0.417
H2 0.753 -0.101 -0.721
H3 -0.757 -0.174 -0.827
H4 0.367 -1.566 -1.052
S1 -0.147 1.764 3.402
O1 -1.004 0.698 4.066
O2 1.029 2.053 4.222
O3 0.096 1.295 2.079
O4 -1.008 2.883 3.307
O5 -1.024 -2.868 0.441
H5 -0.379 -2.921 1.251
H6 -1.337 -3.685 0.232
O6 0.377 -2.115 2.580
H7 0.129 -1.975 3.588
H8 0.819 -1.193 2.505
O7 -2.612 -0.349 -1.976
H9 -3.437 -0.832 -2.170
H10 -2.263 -0.069 -1.030
O8 -0.057 -1.681 -3.584
H11 0.541 -1.087 -4.070
H12 0.328 -2.490 -3.973
O9 -1.895 0.115 0.793
H13 -1.275 0.384 1.381
H14 -2.464 -0.374 1.359
O10 0.295 2.569 0.009
H15 0.102 2.182 0.868
H16 0.787 3.380 0.264
O11 2.959 -1.591 -0.599
H17 3.654 -0.995 -0.204
H18 3.174 -1.695 -1.557
O12 1.880 1.735 -2.544
H19 1.229 1.944 -3.142
H20 2.609 1.319 -3.022
O13 1.618 0.129 2.015
H21 2.175 0.614 2.638
H22 0.823 0.666 1.983
O14 -1.930 1.953 -3.150
H23 -1.921 2.512 -2.399
H24 -2.369 1.140 -2.835

Forces on atoms 1 to 3 (eV/Å):
-0.422 -2.618 -2.157
-0.303 -0.499 2.024
4.003 3.393 -0.600

Its net charge is -1. As for the spin multiplicity: 1. The value obtained for the energy above the lowest of the compared OMol25 structures with the same formula, charge and spin is 665.1 kJ/mol. The highest occupied orbital energy is -3.80 eV.

These are the Löwdin partial charges, in e, on atoms 1 to 8: number 1, N, carries 0.319; number 2, H, carries 0.056; number 3, H, carries 0.050; number 4, H, carries 0.080; number 5, H, carries 0.140; number 6, S, carries 0.245; number 7, O, carries -0.421; number 8, O, carries -0.350

5.
Molecular formula: C2H5NO3
Method: DFT, wB97M-V/def2-TZVPD

Cartesian coordinates (Å):
N1 1.489 -0.668 -0.684
C1 0.152 -0.429 -0.769
O1 -0.861 0.879 -0.797
C2 -0.576 0.231 0.345
O2 -1.520 -0.601 0.938
O3 0.230 0.907 1.265
H1 1.944 -0.271 0.131
H2 2.009 -0.629 -1.554
H3 -0.353 -1.078 -1.478
H4 -2.307 -0.072 1.111
H5 -0.208 1.730 1.493

Forces on atoms 1 to 3 (eV/Å):
0.383 1.321 -0.580
-0.966 -0.693 1.246
0.584 1.094 -0.481

As for the spin multiplicity: 1. The value obtained for the energy above the lowest of the compared OMol25 structures with the same formula, charge and spin is 207.9 kJ/mol. The highest occupied orbital energy is -9.58 eV.

These are the Löwdin partial charges, in e, on atoms 1 to 8: number 1, N, carries 0.122; number 2, C, carries -0.148; number 3, O, carries 0.035; number 4, C, carries -0.727; number 5, O, carries 0.077; number 6, O, carries 0.071; number 7, H, carries 0.102; number 8, H, carries 0.104

6.
Molecular formula: C2H11NO3
Method: DFT, wB97M-V/def2-TZVPD

Cartesian coordinates (Å):
C1 -1.892 -0.557 1.503
N1 -0.569 -0.011 1.028
C2 -0.407 0.783 -0.126
O1 -0.397 -0.121 -1.406
H1 -2.618 -0.439 0.694
H2 -2.210 0.040 2.421
H3 -1.753 -1.662 1.620
H4 0.054 -0.007 1.873
H5 -1.362 1.347 -0.352
H6 0.365 1.511 -0.069
H7 -0.436 -0.873 -0.829
O2 2.074 1.337 -1.497
H8 2.368 1.751 -2.319
H9 1.363 0.595 -1.705
O3 1.948 -1.381 -0.615
H10 1.515 -0.561 -0.514
H11 1.957 -1.754 0.292

Forces on atoms 1 to 3 (eV/Å):
0.966 0.615 -0.463
0.071 -1.005 2.087
-3.786 0.283 -0.945

As for the spin multiplicity: 1. The value obtained for the energy above the lowest of the compared OMol25 structures with the same formula, charge and spin is 190.6 kJ/mol. The highest occupied orbital energy is -9.52 eV.

These are the Löwdin partial charges, in e, on atoms 1 to 8: number 1, C, carries -0.090; number 2, N, carries -0.141; number 3, C, carries -0.240; number 4, O, carries -0.119; number 5, H, carries 0.073; number 6, H, carries 0.095; number 7, H, carries 0.083; number 8, H, carries 0.141

7.
Molecular formula: C3H12N2O
Method: DFT, wB97M-V/def2-TZVPD

Cartesian coordinates (Å):
C1 0.852 -1.707 -1.492
C2 2.066 -1.391 -0.993
H1 0.173 -2.337 -0.880
H2 0.403 -1.295 -2.391
H3 2.624 -2.000 -0.299
H4 2.503 -0.439 -1.322
N1 -1.890 1.000 -0.814
C3 -2.223 0.242 0.436
O1 -1.095 -0.427 0.926
H5 -1.199 1.727 -0.565
H6 -1.392 0.367 -1.397
H7 -2.748 0.902 1.171
H8 -3.002 -0.385 0.035
H9 -0.314 0.178 0.952
N2 1.159 1.257 1.598
H10 1.517 1.829 0.819
H11 1.802 0.628 1.866
H12 0.763 1.852 2.351

Forces on atoms 1 to 3 (eV/Å):
0.230 -0.407 1.651
-1.162 0.713 -1.354
0.733 -0.316 -0.907

As for the spin multiplicity: 1. The value obtained for the energy above the lowest of the compared OMol25 structures with the same formula, charge and spin is 168.4 kJ/mol. The highest occupied orbital energy is -9.25 eV.

These are the Löwdin partial charges, in e, on atoms 1 to 8: number 1, C, carries -0.087; number 2, C, carries -0.088; number 3, H, carries 0.058; number 4, H, carries 0.042; number 5, H, carries 0.040; number 6, H, carries 0.043; number 7, N, carries 0.004; number 8, C, carries -0.346

8.
Molecular formula: H18O9
Method: DFT, wB97M-V/def2-TZVPD

Cartesian coordinates (Å):
O1 -0.706 1.910 0.691
H1 -0.639 2.534 1.414
H2 -1.555 1.486 0.818
O2 -1.597 -1.951 -0.194
H3 -2.195 -1.204 -0.202
H4 -2.106 -2.670 -0.568
O3 0.321 3.683 -1.345
H5 0.353 3.085 -0.599
H6 0.930 4.385 -1.116
O4 -0.930 -3.041 2.447
H7 -1.330 -3.004 1.579
H8 -1.225 -2.241 2.882
O5 0.167 0.147 3.500
H9 -0.629 -0.326 3.744
H10 0.240 0.845 4.151
O6 -1.465 0.238 -3.056
H11 -1.556 -0.177 -3.914
H12 -0.636 -0.098 -2.715
O7 0.596 -0.411 0.017
H13 -0.159 -0.998 0.027
H14 0.337 0.324 0.573
O8 1.570 0.300 -3.092
H15 1.384 0.875 -2.350
H16 2.305 0.717 -3.541
O9 3.032 -1.485 0.624
H17 3.193 -2.008 -0.161
H18 2.301 -0.915 0.387

Forces on atoms 1 to 3 (eV/Å):
0.137 0.130 0.059
0.021 0.156 0.328
-0.281 -0.023 -0.109

As for the spin multiplicity: 1. The value obtained for the energy above the lowest of the compared OMol25 structures with the same formula, charge and spin is 262.2 kJ/mol. The highest occupied orbital energy is -9.98 eV.

These are the Löwdin partial charges, in e, on atoms 1 to 8: number 1, O, carries -0.032; number 2, H, carries 0.066; number 3, H, carries 0.062; number 4, O, carries -0.029; number 5, H, carries 0.066; number 6, H, carries 0.078; number 7, O, carries -0.049; number 8, H, carries -0.015